w | 34
Properties=species:S:1:pos:R:3 method="wB97M-V/def2-TZVPD" smiles=Cc1ccc(O)cc1.CCc1ccccc1 homo_energy_ev=-8.444
C -3.21805 -1.62247 2.25747
H 3.28525 0.89199 1.88244
H 2.69399 3.05310 0.84541
H -2.47054 -0.44469 -2.91434
H 0.70485 3.84965 -1.75455
C 1.92832 2.22784 -0.90998
H -3.04214 0.72808 -1.68452
O 3.13023 -1.47393 0.52024
C -0.70688 -1.74764 1.11528
H -0.77952 -1.27440 -1.48934
C 2.45473 2.10435 0.37374
H 2.21157 -1.09120 -1.73701
H 3.46698 -1.39052 1.41969
C 2.23316 -0.14722 -1.21417
C -3.01959 -1.21209 0.93646
H -0.94963 0.36725 -0.82560
C -2.65591 -0.25638 -1.85540
C -2.14313 -2.10912 2.96829
C 2.70006 -0.23914 0.08695
H 2.28073 3.64373 -2.52776
H -0.15563 -2.96222 2.81313
H -3.54052 -0.88565 -1.68739
C 1.74637 3.54966 -1.58529
H -2.19309 -2.48390 3.98958
C -0.91724 -2.35362 2.34551
H 2.09891 4.41644 -1.01354
C -1.75457 -1.20354 0.37540
C -1.45586 -0.58914 -0.97408
H 0.26377 -1.86405 0.64048
C 2.82721 0.87600 0.90000
H 1.24574 1.10070 -2.61689
H -4.22437 -1.68640 2.65333
C 1.80925 1.07809 -1.69274
H -3.85447 -0.84956 0.35920

x | 34
Properties=species:S:1:pos:R:3 method="wB97M-V/def2-TZVPD" smiles=CCc1ccc(O)cc1.Cc1ccccc1 homo_energy_ev=-8.204
H 2.92185 1.57259 -0.76372
C -0.82532 -0.75163 2.44699
H -1.70578 1.81637 -1.14693
C 2.14571 0.99525 -1.24750
H -2.83887 -1.29652 2.78010
H -2.30719 -1.58469 1.09144
H 4.20319 -0.68372 -2.77727
O 3.87445 -0.40167 -1.92428
H 2.48256 -0.74446 1.85749
C -1.57273 0.88155 -1.71332
H -3.47875 0.92995 -2.82794
H -0.45336 -1.08798 -3.12847
C 1.61401 -0.90760 -2.65905
C -2.01616 -1.65191 2.15801
C -1.03529 0.40966 3.16742
H 0.42409 1.62879 0.02280
C 0.82385 1.09072 -0.86183
H 2.26841 1.05961 3.67822
H -2.13748 0.26394 -0.95281
C 0.12831 1.13291 3.53154
H -2.15897 1.54322 -3.71571
C 1.55353 -0.40692 2.31886
H 0.33676 -1.89077 1.19115
C 0.39853 -1.10607 1.92357
C 0.28050 -0.54536 -2.53411
H -2.29944 -0.19879 -3.49353
H -1.92983 0.82188 3.59191
H 0.15842 2.00593 4.16174
C 2.52371 -0.10638 -2.00616
C 1.38595 0.57751 3.25948
H -1.91957 -2.72397 2.36379
C -0.15450 0.47405 -1.65598
C -2.41925 0.76486 -3.00872
H 1.72863 -1.88039 -3.12718

Energies relative to the most stable structure, in kcal/mol: w 0.0; x 19.8.